{
  "formula": "C29H43MnN8PSSe2",
  "method": "ωB97M-V/def2-TZVPD",
  "multiplicity": 5,
  "charge": 3,
  "s2": 6.3677,
  "e_above_lowest_kcal_mol": 1.03,
  "symbols": ["Mn", "C", "Se", "C", "C", "Se", "C", "H", "H", "H", "H", "H", "H", "H", "H", "H", "H", "N", "C", "C", "C", "C", "C", "C", "N", "C", "C", "C", "S", "C", "N", "H", "H", "H", "H", "H", "H", "H", "N", "N", "N", "C", "N", "N", "H", "H", "H", "C", "C", "C", "C", "P", "C", "C", "C", "C", "C", "C", "C", "C", "C", "C", "H", "H", "H", "H", "H", "H", "H", "H", "H", "H", "H", "H", "H", "H", "H", "H", "H", "H", "H", "H", "H", "H", "H"],
  "coordinates": [[-0.8659, -0.3160, 0.3238], [-3.2287, 3.0472, 4.9086], [-1.9032, 1.9854, 3.9642], [-1.5237, 3.2654, 2.5506], [-2.5417, 3.2582, 1.4211], [-2.1702, 2.0937, -0.1183], [-1.2254, 3.4316, -1.1734], [-2.7765, 3.9719, 5.2548], [-3.5440, 2.4571, 5.7654], [-4.0882, 3.2471, 4.2757], [-0.5171, 3.0562, 2.2015], [-1.5036, 4.2476, 3.0202], [-2.6229, 4.2432, 0.9616], [-3.5332, 2.9671, 1.7561], [-1.9189, 4.2558, -1.3036], [-0.9879, 3.0058, -2.1445], [-0.3225, 3.7642, -0.6697], [0.7990, -0.1792, 4.0077], [1.6543, 0.8362, 3.5729], [2.6676, 1.5275, 4.2264], [3.2592, 2.5539, 3.5218], [2.8444, 2.8852, 2.2210], [1.8479, 2.1793, 1.5785], [1.2668, 1.1206, 2.2678], [0.2007, 0.2650, 1.9345], [-0.0550, -0.4542, 3.0312], [-1.2496, -1.2783, 3.0827], [-1.8098, -1.9827, 4.0912], [-3.3603, -2.5086, 3.6246], [-3.1742, -1.7841, 2.1101], [-2.0265, -1.1756, 1.9449], [0.7754, -0.5695, 4.9385], [2.9564, 1.2946, 5.2439], [4.0440, 3.1337, 3.9902], [3.3097, 3.7254, 1.7201], [1.5046, 2.4601, 0.5930], [-1.4200, -2.1881, 5.0782], [-3.9528, -1.8228, 1.3593], [-5.0059, -1.3851, -2.6856], [-3.8655, -1.6723, -2.0047], [-3.5249, -2.9183, -1.7240], [-2.4433, -2.7338, -0.9910], [-2.1636, -1.4265, -0.8540], [-3.1128, -0.7533, -1.5174], [-5.3437, -2.2006, -3.1775], [-4.9295, -0.5282, -3.2139], [-1.8692, -3.5439, -0.5762], [3.5420, 0.6439, -1.0416], [2.3592, 0.4549, -2.0005], [2.8680, -0.1047, -3.3360], [1.6622, 1.8008, -2.2523], [1.1128, -0.8047, -1.3059], [0.1309, -1.2864, -2.7533], [0.2522, -2.5017, -3.4318], [-0.4427, -2.7148, -4.6143], [-1.2712, -1.7276, -5.1304], [-1.4253, -0.5264, -4.4478], [-0.7372, -0.3147, -3.2643], [1.9417, -2.2803, -0.4900], [0.8408, -3.2914, -0.1393], [2.6174, -1.8599, 0.8275], [3.0090, -2.9351, -1.3784], [4.1479, 1.4696, -1.4217], [4.1873, -0.2326, -1.0122], [3.2444, 0.8962, -0.0274], [3.6642, 0.5699, -3.6643], [2.0990, -0.1143, -4.1056], [3.3008, -1.1012, -3.2554], [2.4314, 2.5465, -2.4629], [1.0843, 2.1530, -1.3991], [1.0095, 1.7615, -3.1216], [0.8993, -3.2854, -3.0712], [-0.3231, -3.6534, -5.1407], [-1.7929, -1.8938, -6.0647], [-2.0708, 0.2471, -4.8451], [-0.8797, 0.6197, -2.7353], [0.0889, -2.8538, 0.5283], [1.2896, -4.1205, 0.4121], [0.3424, -3.7007, -1.0169], [1.9279, -1.3783, 1.5146], [3.4703, -1.2038, 0.6762], [2.9855, -2.7674, 1.3126], [2.6485, -3.2610, -2.3493], [3.3680, -3.8211, -0.8475], [3.8678, -2.2862, -1.5324]],
  "forces_ev_per_a": [[-0.282, 0.438, 0.297], [-0.015, -0.049, 0.058], [-0.095, 0.036, 0.009], [-0.091, -0.032, -0.020], [0.102, 0.038, 0.069], [-0.174, -0.053, -0.040], [0.063, -0.119, -0.010], [0.024, -0.001, -0.005], [-0.020, 0.017, 0.008], [-0.003, -0.006, -0.024], [0.045, 0.075, -0.059], [-0.016, 0.045, 0.015], [-0.032, -0.006, -0.061], [-0.037, -0.010, 0.050], [-0.019, 0.049, -0.019], [-0.007, 0.017, 0.011], [-0.005, 0.033, 0.014], [0.310, 0.017, 0.199], [-0.031, -0.172, 0.142], [-0.062, -0.040, 0.097], [0.044, 0.042, 0.006], [0.021, 0.040, -0.026], [-0.015, 0.007, -0.061], [-0.243, -0.165, -0.078], [0.246, 0.053, -0.119], [0.034, 0.007, -0.137], [0.046, 0.199, -0.202], [-0.025, -0.065, 0.215], [-0.167, -0.118, 0.098], [0.012, 0.005, -0.034], [0.259, -0.041, 0.002], [-0.021, 0.061, 0.010], [0.004, 0.010, -0.057], [-0.028, -0.018, -0.028], [-0.012, -0.046, 0.026], [0.045, -0.003, -0.032], [-0.037, -0.013, -0.067], [0.066, 0.005, 0.040], [-0.073, -0.013, 0.319], [-0.214, -0.125, -0.233], [0.046, 0.248, -0.017], [0.083, 0.123, -0.025], [-0.280, 0.032, -0.165], [0.231, -0.246, 0.219], [0.024, -0.031, -0.128], [0.036, 0.003, -0.110], [-0.024, 0.028, 0.027], [0.019, -0.015, -0.080], [-0.149, 0.112, 0.321], [0.073, 0.020, -0.072], [0.067, -0.112, -0.005], [0.287, -0.341, -0.421], [-0.005, 0.033, 0.039], [0.022, -0.001, -0.019], [-0.004, -0.025, 0.020], [-0.010, -0.015, -0.018], [0.027, -0.010, 0.040], [0.122, 0.017, -0.131], [-0.083, 0.069, 0.158], [0.041, -0.004, -0.087], [0.086, -0.037, -0.045], [0.069, -0.097, 0.014], [-0.029, -0.030, -0.009], [-0.019, 0.031, -0.025], [-0.022, 0.028, 0.017], [-0.028, -0.037, -0.025], [-0.020, -0.002, 0.009], [-0.020, 0.070, 0.004], [-0.016, -0.018, -0.018], [0.056, -0.050, 0.046], [-0.041, -0.024, -0.031], [-0.024, 0.009, -0.019], [-0.002, 0.030, 0.020], [0.017, 0.008, 0.026], [0.015, -0.001, 0.011], [-0.004, 0.071, 0.024], [-0.057, 0.043, 0.071], [0.004, 0.013, -0.052], [0.015, -0.002, 0.023], [-0.055, 0.012, 0.041], [-0.059, -0.062, 0.036], [-0.009, 0.027, -0.048], [0.030, 0.007, 0.009], [-0.006, 0.030, -0.026], [-0.001, 0.000, 0.026]]
}



{
  "formula": "C29H43N2O2OsP2",
  "method": "ωB97M-V/def2-TZVPD",
  "multiplicity": 5,
  "charge": 3,
  "e_tot_ha": -2163.231888,
  "s2": 6.0477,
  "symbols": ["Os", "C", "C", "C", "C", "C", "C", "C", "C", "C", "H", "H", "H", "H", "H", "H", "H", "H", "H", "H", "H", "H", "C", "P", "C", "N", "C", "C", "C", "C", "C", "C", "N", "C", "P", "C", "C", "C", "C", "C", "C", "C", "C", "C", "H", "H", "H", "H", "H", "H", "H", "H", "H", "H", "H", "H", "H", "H", "H", "H", "H", "H", "H", "H", "H", "H", "H", "H", "H", "H", "H", "H", "C", "C", "O", "O", "H", "H", "H"],
  "coordinates": [[0.3433, 0.0703, 1.2251], [0.2733, 3.3244, 3.5289], [0.3883, 1.8383, 3.4948], [1.5611, 1.2109, 2.9972], [1.7521, -0.1846, 3.1079], [3.1175, -0.7947, 2.9751], [0.6377, -0.9625, 3.4756], [-0.5598, -0.3570, 3.9357], [-1.6647, -1.1881, 4.5042], [-0.6429, 1.0371, 3.9704], [0.1024, 3.6533, 4.5572], [-0.5939, 3.6469, 2.9488], [1.1664, 3.8206, 3.1533], [2.4122, 1.8330, 2.7611], [3.5137, -0.9505, 3.9809], [3.8110, -0.1362, 2.4539], [3.0954, -1.7690, 2.4864], [0.7691, -2.0312, 3.5948], [-1.5673, -1.1812, 5.5949], [-1.6194, -2.2253, 4.1814], [-2.6452, -0.7701, 4.2764], [-1.5362, 1.5044, 4.3686], [0.7170, -3.2001, -0.2111], [-0.4028, -1.7717, -0.0746], [-0.3103, -1.1735, -1.8267], [-1.0342, -1.7133, -2.7767], [-0.9090, -1.2357, -4.0245], [-1.7073, -1.7888, -5.0883], [-1.5904, -1.2989, -6.4131], [-0.7022, -0.2970, -6.6970], [0.0934, 0.2627, -5.6629], [-0.0179, -0.2115, -4.3106], [0.7319, 0.3417, -3.3433], [0.6003, -0.1035, -2.1191], [1.5824, 0.6132, -0.7143], [3.1260, -0.3322, -0.8822], [2.0555, 2.4101, -0.9611], [2.3716, 2.7346, -2.4224], [3.3147, 2.6117, -0.1058], [0.9121, 3.2934, -0.4541], [-2.0634, -2.4935, 0.4184], [-2.9572, -1.3789, 0.9669], [-1.7200, -3.4937, 1.5337], [-2.7616, -3.2088, -0.7363], [0.2166, -3.9662, -0.8064], [0.9552, -3.6135, 0.7679], [1.6425, -2.9271, -0.7132], [-2.3940, -2.5966, -4.8552], [-2.1999, -1.7219, -7.2011], [-0.6060, 0.0689, -7.7113], [0.7997, 1.0592, -5.8761], [3.5950, -0.0688, -1.8321], [2.9336, -1.4017, -0.8686], [3.8108, -0.0919, -0.0711], [3.0852, 2.0407, -2.8703], [2.8292, 3.7270, -2.4392], [1.4763, 2.7680, -3.0374], [4.1957, 2.1506, -0.5520], [3.1994, 2.2395, 0.9146], [3.5089, 3.6841, -0.0391], [0.0215, 3.1834, -1.0755], [1.2276, 4.3373, -0.5048], [0.6487, 3.0734, 0.5820], [-2.4749, -0.8183, 1.7701], [-3.8650, -1.8277, 1.3756], [-3.2513, -0.6826, 0.1817], [-1.0386, -3.0723, 2.2798], [-1.2851, -4.4137, 1.1445], [-2.6442, -3.7624, 2.0492], [-3.1417, -2.5106, -1.4779], [-3.6129, -3.7500, -0.3146], [-2.1249, -3.9424, -1.2339], [-2.9216, 2.5496, 0.0114], [-1.7928, 1.5948, 0.2220], [-1.2747, 1.5016, 1.4017], [-1.3463, 0.8952, -0.7111], [-3.1419, 3.1002, 0.9214], [-3.8066, 1.9971, -0.3069], [-2.6664, 3.2415, -0.7915]],
  "forces_ev_per_a": [[-0.251, 0.278, 0.578], [-0.027, 0.021, -0.020], [0.086, 0.057, 0.091], [0.076, 0.011, 0.057], [0.122, 0.021, 0.043], [-0.012, -0.049, -0.089], [-0.081, 0.038, -0.034], [-0.003, -0.070, -0.029], [-0.020, 0.036, 0.025], [-0.041, 0.057, 0.160], [0.025, -0.018, -0.018], [0.015, -0.015, -0.003], [-0.018, -0.022, 0.008], [0.020, 0.026, -0.061], [0.018, 0.010, 0.010], [-0.025, -0.007, -0.025], [-0.011, 0.013, -0.015], [-0.080, -0.058, -0.110], [0.020, 0.001, -0.022], [-0.004, 0.020, 0.012], [0.027, -0.013, -0.023], [0.015, -0.020, -0.033], [0.014, -0.030, 0.109], [0.035, -0.210, -0.355], [0.013, 0.285, -0.239], [-0.081, -0.390, 0.402], [-0.180, -0.115, -0.242], [0.071, 0.072, -0.150], [-0.220, -0.346, 0.385], [0.399, 0.367, 0.192], [-0.120, -0.097, -0.125], [0.007, 0.110, -0.277], [0.469, 0.241, 0.191], [-0.318, -0.140, -0.099], [0.135, -0.137, -0.284], [0.049, 0.059, 0.019], [-0.246, -0.207, 0.099], [0.082, 0.077, -0.012], [0.019, 0.076, 0.022], [0.025, 0.026, -0.095], [0.188, 0.277, 0.019], [-0.034, -0.022, -0.041], [-0.021, -0.006, 0.048], [-0.055, -0.128, 0.018], [0.018, -0.017, 0.006], [-0.013, 0.018, -0.016], [-0.036, -0.004, 0.001], [0.030, 0.054, 0.013], [-0.028, -0.056, 0.061], [0.063, 0.062, 0.043], [-0.041, -0.044, 0.022], [0.023, -0.010, 0.009], [0.002, 0.013, -0.015], [-0.009, -0.004, -0.003], [-0.034, 0.023, 0.019], [-0.006, -0.029, 0.000], [0.013, -0.025, 0.017], [-0.031, 0.010, 0.016], [0.015, 0.015, -0.048], [-0.014, -0.030, -0.006], [0.035, 0.014, 0.020], [-0.002, -0.026, -0.011], [0.033, 0.041, 0.024], [-0.029, -0.030, 0.020], [0.025, -0.001, -0.036], [-0.013, -0.020, 0.008], [-0.044, -0.035, -0.047], [0.004, 0.024, 0.007], [0.018, 0.012, -0.025], [0.023, 0.000, 0.006], [0.031, 0.015, -0.015], [-0.018, 0.036, 0.020], [0.050, 0.019, 0.159], [-0.239, 0.109, -0.344], [0.308, -0.445, -0.225], [-0.196, 0.244, 0.279], [-0.034, 0.014, -0.026], [0.011, -0.016, -0.007], [0.005, -0.015, -0.012]]
}



{
  "formula": "C29H43N3O7P2Zr",
  "method": "ωB97M-V/def2-TZVPD",
  "charge": 2,
  "e_above_lowest_kcal_mol": 179.18,
  "symbols": ["Zr", "C", "C", "C", "C", "C", "C", "H", "H", "H", "C", "H", "H", "H", "C", "H", "H", "H", "C", "H", "H", "H", "C", "H", "H", "H", "C", "C", "C", "C", "C", "C", "C", "C", "H", "H", "H", "H", "H", "H", "H", "H", "H", "H", "H", "H", "P", "C", "C", "P", "C", "C", "C", "H", "H", "H", "H", "H", "H", "H", "H", "H", "H", "H", "H", "H", "H", "O", "N", "O", "C", "C", "C", "C", "O", "C", "C", "N", "O", "O", "N", "O", "O", "H", "H"],
  "coordinates": [[0.9063, -0.4439, 0.3953], [-2.0517, 1.7071, -2.5969], [-2.6068, 0.4034, -2.5070], [-3.0521, 1.5103, -0.5374], [-2.3808, 2.4049, -1.4131], [-3.3038, 0.3208, -1.2665], [-1.2344, 2.2584, -3.7041], [-1.1619, 1.5672, -4.5493], [-0.2155, 2.4778, -3.3431], [-1.6433, 3.2070, -4.0941], [-2.0479, 3.8136, -1.1579], [-2.2119, 4.4230, -2.0580], [-0.9991, 3.9386, -0.8610], [-2.6609, 4.2230, -0.3545], [-3.4192, 1.7675, 0.8704], [-4.4785, 2.0615, 0.9495], [-2.8147, 2.5779, 1.3087], [-3.2871, 0.8714, 1.4957], [-4.1686, -0.7708, -0.7827], [-5.2328, -0.4980, -0.8515], [-3.9622, -1.0023, 0.2853], [-4.0291, -1.6758, -1.3776], [-2.3607, -0.7084, -3.4427], [-3.2699, -1.0028, -4.0024], [-1.9917, -1.6151, -2.9224], [-1.5994, -0.4237, -4.1854], [2.7533, -1.3488, -0.0026], [3.0044, -1.0494, -1.4829], [3.2827, -2.3154, -2.3506], [2.2456, -3.4445, -2.2186], [1.1125, -3.1107, -1.2658], [0.9784, -3.5668, 0.0428], [2.0539, -3.6410, 1.0634], [3.1766, -2.6414, 0.6948], [4.2656, -2.7179, -2.0671], [2.7530, -4.3908, -1.9942], [3.3544, -2.0458, -3.4131], [3.9610, -3.2040, 0.1758], [3.0544, -0.4759, 0.6505], [3.9515, -0.4755, -1.6121], [3.6620, -2.3334, 1.6318], [1.6098, -3.4129, 2.0399], [0.0893, -4.1589, 0.2940], [2.4798, -4.6600, 1.1900], [1.7836, -3.5832, -3.2041], [0.1698, -2.9316, -1.8044], [1.8606, 0.3017, -2.1790], [2.9568, 1.7238, -1.6906], [1.8570, 0.2365, -3.9918], [-2.4048, -2.2840, 1.2670], [-1.0536, -1.4452, 0.2987], [-2.5575, -3.8719, 0.2863], [-1.1429, -2.7773, 2.5617], [2.8238, 1.9626, -0.6064], [2.7372, 2.6266, -2.2906], [4.0241, 1.4612, -1.8412], [2.1367, -0.7683, -4.3263], [2.5527, 0.9581, -4.4480], [0.8387, 0.4273, -4.3787], [-0.7178, -3.7943, 2.4418], [-1.7245, -2.6674, 3.5016], [-0.2934, -2.0644, 2.6733], [-0.2643, -2.2791, 0.4742], [-1.2348, -1.4503, -0.7834], [-3.6560, -4.0042, 0.2971], [-2.1017, -4.7409, 0.7731], [-2.2299, -3.7909, -0.7597], [1.9486, 3.4810, 7.0239], [1.2412, 4.0890, 6.1847], [0.7945, 5.2412, 6.3672], [0.9469, 3.4062, 4.9349], [1.4247, 2.1091, 4.7251], [1.1501, 1.4713, 3.4995], [0.6002, 2.1689, 2.3465], [0.5808, 1.6308, 1.1407], [0.0879, 3.4769, 2.6496], [0.1882, 4.0274, 3.9347], [-0.6228, 4.3050, 1.6725], [-1.8322, 4.5299, 1.9156], [0.0176, 4.8039, 0.7246], [1.5367, 0.1116, 3.4532], [2.2004, -0.3673, 4.3743], [1.2025, -0.7020, 2.4187], [1.9541, 1.5868, 5.5190], [-0.2893, 4.9864, 4.1714]],
  "forces_ev_per_a": [[-2.746, 1.885, -1.150], [-0.663, -5.150, -3.336], [3.056, 3.152, -2.864], [0.762, 1.047, -0.461], [-1.584, 0.180, 4.155], [-1.044, 0.754, 2.836], [0.124, 0.237, -0.212], [-0.045, 0.161, 0.215], [-0.214, 0.051, -0.104], [0.110, -0.316, 0.210], [-0.789, 0.020, -0.187], [0.198, -0.171, 0.129], [-0.009, -0.141, -0.232], [0.137, -0.042, -0.018], [-0.645, 0.289, 0.662], [0.281, -0.025, 0.177], [-0.325, -0.375, -0.216], [0.010, 0.202, -0.212], [0.445, 0.072, -0.612], [0.145, 0.182, 0.087], [-0.232, 0.350, -0.339], [-0.086, 0.038, -0.022], [-0.085, -0.625, -0.667], [0.348, 0.053, 0.265], [-0.209, 0.349, -0.176], [-0.332, -0.174, 0.261], [0.199, 0.019, 0.850], [1.906, -0.123, -1.111], [-0.024, 0.051, 0.003], [0.351, 1.093, -0.004], [-1.158, -2.210, 0.886], [0.583, -1.299, -2.184], [0.615, 0.125, -0.523], [1.073, -0.279, 0.725], [-0.193, 0.403, -0.044], [-0.313, 0.243, 0.283], [0.256, 0.116, 0.399], [-0.113, 0.316, -0.241], [0.924, -0.135, -0.445], [-0.357, -0.508, 0.466], [-0.045, -0.168, -0.185], [0.051, 0.080, -0.090], [-0.353, 1.208, 0.142], [-0.281, 0.454, -0.216], [-0.055, -0.092, 0.312], [0.121, -0.370, 0.309], [0.333, 0.239, 1.380], [0.076, 0.271, 0.069], [-0.417, -0.184, -0.669], [2.164, -0.109, 0.029], [0.549, -0.487, 0.524], [-1.116, 0.309, 0.211], [-0.562, 0.262, 1.352], [0.004, -0.070, -0.829], [-0.030, -0.372, 0.416], [-0.597, 0.158, -0.051], [-0.046, 0.210, 0.052], [-0.203, -0.220, 0.342], [0.563, -0.011, 0.233], [-0.541, 0.508, 0.174], [0.668, -0.657, -0.185], [-0.982, -0.589, -0.268], [-1.355, 0.906, -0.576], [0.090, -0.204, -0.247], [0.492, -0.468, -0.291], [-0.078, 0.231, -0.096], [-0.010, 0.045, 0.332], [-1.592, 1.041, -2.198], [0.769, 1.327, 3.059], [0.696, -2.550, -0.962], [0.239, -1.530, -1.023], [-0.592, 1.123, 0.420], [-0.075, 0.359, -0.478], [-0.011, -0.597, -0.973], [0.203, 0.104, 1.313], [0.402, -0.531, 1.292], [-0.021, 0.231, -0.577], [-1.173, 1.551, -1.108], [2.706, -0.531, -0.551], [-1.071, -1.314, 2.022], [1.641, -1.980, 0.704], [-1.950, 0.703, -2.670], [0.902, 2.017, 2.712], [-0.143, 0.183, -0.169], [0.272, -0.299, -0.235]]
}